87
Properties=species:S:1:pos:R:3:lowdin_charge:R:1 method="wB97M-V/def2-TZVPD" largest_force_ha_per_bohr=0.1062 charge=+1 homo_ev="-10.7 / -10.7" multiplicity=2
Zn 8.3904 -11.3476 20.3168 0.84
S 11.0966 -9.6715 19.1033 0.53
S 14.2520 -14.9025 19.9679 1.11
S 12.0814 -6.0476 24.1946 0.86
S 17.6857 -8.3225 16.7789 0.86
S 9.3612 -5.8686 17.5217 0.85
S 15.4538 -10.0897 23.3069 0.85
S 6.9157 -10.6077 17.4394 0.99
S 9.6538 -14.2808 19.1867 0.56
S 7.2355 -8.4216 21.5155 1.00
F 8.3508 -16.7401 19.4101 0.09
F 13.7132 -9.6158 18.6101 0.08
F 12.7045 -11.5451 18.3966 0.15
F 7.0959 -14.9472 18.8390 0.18
F 7.5920 -15.2534 20.9412 0.09
F 13.2034 -10.8154 20.3632 0.19
O 10.6045 -14.5896 20.2483 -0.33
O 9.0685 -12.9526 19.3432 -0.39
O 10.0276 -14.6967 17.8195 -0.31
O 10.7549 -9.1720 17.7709 -0.29
O 8.6402 -4.8619 16.5841 -0.59
O 14.4743 -16.3471 20.3637 -0.24
O 7.2159 -10.4857 18.9235 -0.61
O 11.2685 -8.5263 20.0030 -0.33
O 10.1121 -10.5478 19.7143 -0.35
O 17.2695 -7.3989 15.6047 -0.58
O 7.5994 -9.9176 21.5170 -0.58
O 10.7916 -5.2435 23.8574 -0.58
O 14.8977 -11.1254 24.2753 -0.58
C 11.1355 -6.0399 16.8580 -0.21
C 16.4524 -7.7532 18.0772 -0.25
C 8.1305 -11.8123 16.6225 -0.21
C 11.6009 -7.7648 24.7353 -0.22
C 17.2239 -9.6417 23.8681 -0.21
C 13.8526 -15.1896 18.1652 -0.14
C 15.8221 -14.0424 19.7808 -0.20
C 9.8759 -4.8354 19.0381 -0.23
C 7.5724 -9.1078 16.6298 -0.21
C 12.9375 -6.5734 22.6859 -0.27
C 16.1421 -11.2781 22.1106 -0.30
C 17.0121 -10.0877 16.4900 -0.25
C 12.7981 -10.5094 19.1773 -0.65
C 8.4356 -7.4553 22.5149 -0.22
C 7.6159 -7.6567 19.8942 -0.25
C 7.9930 -15.4080 19.6248 -0.55
H 6.8015 -7.8993 19.2115 0.05
H 8.0190 -11.8381 15.5385 0.06
H 8.2114 -7.7021 23.5527 0.06
H 10.3784 -3.8720 18.9516 0.06
H 11.4522 -5.1056 16.3944 0.06
H 16.7482 -11.9507 22.7175 0.06
H 12.2865 -7.0171 21.9327 0.04
H 15.9444 -10.0702 16.2712 0.04
H 16.7569 -6.7984 18.5059 0.05
H 15.4783 -7.6685 17.5955 0.04
H 7.7042 -6.6085 20.1798 0.04
H 17.0557 -8.7157 24.4180 0.04
H 10.8192 -7.9323 23.9944 0.01
H 16.8637 -10.8174 21.4359 0.05
H 7.9269 -12.8776 16.7313 0.04
H 8.2198 -6.3889 22.4504 0.07
H 17.2067 -10.7899 17.3006 0.02
H 12.8418 -15.5845 18.0629 0.07
H 16.0516 -13.6389 20.7669 0.04
H 16.6917 -14.6515 19.5338 0.09
H 6.8279 -8.6675 15.9666 0.07
H 17.4921 -10.5247 15.6144 0.04
H 13.6675 -14.2242 17.6944 0.06
H 8.3426 -9.4563 15.9418 0.05
H 14.5845 -15.6770 17.5211 0.09
H 11.0971 -6.8492 16.1289 0.04
H 13.7390 -7.2575 22.9648 0.02
H 16.3566 -8.4404 18.9179 0.03
H 9.0190 -4.5361 19.6417 0.03
H 15.3704 -11.7932 21.5385 0.01
H 10.4545 -5.4787 19.7010 0.03
H 17.7360 -9.4354 22.9283 0.04
H 12.3327 -8.4857 24.3710 0.04
H 7.8656 -8.4751 17.4675 0.00
H 17.6779 -10.3971 24.5094 0.07
H 15.8151 -13.3055 18.9776 0.08
H 13.5084 -5.7379 22.2810 0.05
H 11.2612 -7.9607 25.7523 0.06
H 11.6985 -6.3223 17.7476 0.03
H 9.1724 -11.6994 16.9219 0.05
H 9.4943 -7.6495 22.3426 0.04
H 8.5789 -7.9079 19.4497 0.02